1.
The following is a DFT calculation (the ωB97M-V functional and the def2-TZVPD basis) of C25H19Cl5IrN4S3 as an isolated structure.

## Properties
Kohn-Sham gap (spin up / spin down)	5.38 / 5.35	eV
net charge	0
2S+1	2
LUMO energy (spin up / spin down)	-0.0745 / -0.0767	hartree

XYZ file:
```
57
C25H19Cl5IrN4S3 the ωB97M-V functional and the def2-TZVPD basis
Ir 1.951 0.658 0.083
Cl 1.946 -1.539 -2.396
C 3.526 -0.939 -2.015
C 3.618 0.056 -1.060
C 4.898 0.519 -0.765
Cl 5.079 1.729 0.467
C 6.036 0.031 -1.400
Cl 7.592 0.654 -1.016
C 5.903 -0.984 -2.347
Cl 7.294 -1.632 -3.118
C 4.637 -1.476 -2.656
Cl 4.457 -2.740 -3.809
S 1.322 -1.046 1.588
C -0.306 -0.693 1.196
S -0.474 0.327 -0.189
C -1.386 -1.189 1.860
C -2.731 -0.860 1.456
N -3.807 -0.632 1.117
C -1.239 -2.145 2.927
N -1.155 -2.942 3.755
C 2.895 5.903 -0.468
C 2.523 4.804 -1.279
C 2.185 3.617 -0.699
C 2.221 3.456 0.710
C 1.929 2.213 1.321
C 1.929 2.083 2.677
C 2.240 3.198 3.493
C 2.560 4.400 2.933
C 2.564 4.559 1.520
C 2.906 5.784 0.892
H 3.174 6.841 -0.934
H 2.505 4.911 -2.357
H 1.887 2.771 -1.318
H 1.697 1.139 3.148
H 2.236 3.078 4.569
H 2.818 5.250 3.556
H 3.182 6.629 1.515
C -6.077 -2.349 -2.318
C -5.307 -1.628 -1.218
N -3.877 -1.522 -1.522
C -2.839 -2.271 -1.161
S -1.262 -1.812 -1.712
N -2.918 -3.378 -0.415
C -4.063 -4.137 0.106
C -4.442 -3.744 1.529
H -7.137 -2.410 -2.060
H -5.697 -3.362 -2.469
H -5.985 -1.814 -3.266
H -5.437 -2.114 -0.259
H -5.676 -0.611 -1.110
H -3.605 -0.746 -2.099
H -2.011 -3.733 -0.164
H -3.765 -5.183 0.086
H -4.905 -4.027 -0.569
H -3.610 -3.924 2.214
H -5.296 -4.341 1.860
H -4.706 -2.688 1.594
```

Atom charges from the natural (NBO) analysis, given in e for atoms 1 to 4:
1. Ir 0.745
2. Cl 0.064
3. C -0.059
4. C -0.410

***

2.
The following is a DFT calculation (the ωB97M-V functional and the def2-TZVPD basis) of C25H19I2IrN5O3 as an isolated structure.

## Properties
Kohn-Sham gap	6.67	eV
net charge	+1
2S+1	1
LUMO energy	-0.1280	hartree

XYZ file:
```
55
C25H19I2IrN5O3 the ωB97M-V functional and the def2-TZVPD basis
Ir 0.110 0.144 0.121
O 2.024 -0.269 3.229
C 1.015 -0.525 2.616
N 0.885 -1.228 1.422
C 1.905 -1.997 0.910
O 2.671 -2.696 1.523
C 1.961 -1.922 -0.607
C 2.729 -2.833 -1.303
C 2.715 -2.809 -2.688
C 1.916 -1.876 -3.328
C 1.187 -0.979 -2.569
N 1.222 -0.980 -1.235
C -0.242 0.269 2.919
C -0.526 0.782 4.166
C -1.672 1.548 4.316
C -2.491 1.772 3.219
C -2.117 1.259 1.991
N -1.008 0.532 1.844
H 3.303 -3.550 -0.734
H 3.301 -3.517 -3.257
H 1.848 -1.834 -4.405
H 0.546 -0.252 -3.039
H 0.148 0.577 4.986
H -1.929 1.963 5.282
H -3.407 2.338 3.306
H -2.731 1.390 1.107
I -5.450 0.143 -5.171
C -4.104 -0.166 -3.611
C -4.198 -1.305 -2.819
C -3.304 -1.494 -1.789
I -3.461 -3.208 -0.616
C -2.268 -0.576 -1.494
O -1.494 -0.902 -0.469
C -2.193 0.576 -2.313
C -1.133 1.650 -2.228
N -0.626 1.850 -0.858
C 0.389 2.925 -0.774
C 1.372 2.726 0.352
C 2.008 3.784 0.965
C 3.056 3.516 1.838
C 3.482 2.212 2.002
C 2.806 1.193 1.350
N 1.725 1.448 0.595
C -3.117 0.755 -3.348
H -4.969 -2.041 -3.003
H -1.542 2.592 -2.603
H -0.261 1.427 -2.846
H -1.428 2.124 -0.295
H -0.079 3.910 -0.737
H 0.970 2.876 -1.699
H 1.711 4.799 0.742
H 3.561 4.326 2.347
H 4.304 1.960 2.656
H 3.299 0.252 1.148
H -3.045 1.648 -3.958
```

Atom charges from the natural (NBO) analysis, given in e for atoms 1 to 4:
1. Ir 1.157
2. O -0.542
3. C 0.667
4. N -0.668

***

3.
The following is a DFT calculation (the ωB97M-V functional and the def2-TZVPD basis) of C25H19N4O4PdS as an isolated structure.

## Properties
Kohn-Sham gap	5.31	eV
net charge	-1
2S+1	1
LUMO energy	0.0384	hartree

XYZ file:
```
54
C25H19N4O4PdS the ωB97M-V functional and the def2-TZVPD basis
Pd -0.711 -2.146 -0.852
N -0.984 -2.802 -2.764
C -1.945 -3.917 -2.683
C -1.638 -4.765 -1.436
O -2.135 -5.874 -1.340
O -0.857 -4.199 -0.578
H -1.213 -2.140 -3.492
H -0.029 -3.132 -2.932
H -1.938 -4.540 -3.578
H -2.945 -3.496 -2.558
N -3.210 5.359 5.703
C -2.906 4.532 4.966
C -2.524 3.493 4.038
C -1.622 3.781 3.017
C -1.266 2.785 2.123
C -1.795 1.503 2.252
C -2.690 1.226 3.282
C -3.063 2.218 4.174
C -1.399 0.423 1.297
C -0.787 -0.688 1.828
C -0.322 -0.910 3.173
C 0.292 -2.125 3.195
C 0.194 -2.652 1.866
N -0.433 -1.811 1.081
C -1.655 0.661 -0.073
C -2.344 1.753 -0.645
C -2.288 1.596 -2.018
C -1.568 0.411 -2.239
N -1.192 -0.155 -1.090
H -1.204 4.774 2.927
H -0.564 2.993 1.328
H -3.104 0.231 3.370
H -3.766 2.007 4.967
H -0.410 -0.209 3.986
H 0.777 -2.607 4.027
H 0.556 -3.591 1.473
H -2.816 2.555 -0.102
H -2.695 2.245 -2.775
H -1.279 -0.020 -3.186
O 4.671 3.446 -2.477
C 5.318 2.265 -2.245
O 6.521 2.256 -2.304
C 4.473 1.068 -2.056
C 5.099 -0.181 -2.001
C 4.370 -1.338 -1.834
C 2.966 -1.329 -1.712
S 2.054 -2.788 -1.499
C 2.352 -0.061 -1.754
C 3.080 1.097 -1.922
H 3.723 3.283 -2.483
H 6.176 -0.217 -2.096
H 4.875 -2.295 -1.795
H 1.277 -0.002 -1.634
H 2.522 2.030 -1.922
```

Atom charges from the natural (NBO) analysis, given in e for atoms 1 to 4:
1. Pd 0.938
2. N -0.778
3. C -0.348
4. C 0.766

***

Calculated maximum force in order - 0.057; 0.034; 0.013 Eh/bohr
Calculated energy above the lowest of the compared OMol25 structures with the same formula, charge and spin in order - 2.5130; 1.1453; 0.0000 eV